Entry 1:
103
Properties=species:S:1:pos:R:3:forces:R:3 method="wB97M-V/def2-TZVPD" e_lumo_ev=0.4 orbital_gap_ev=10.2
H 18.619 11.766 -35.918 0.15 0.01 -0.19
H 10.130 8.264 -32.598 -1.01 1.01 -0.92
H 15.442 0.014 -30.114 -0.45 0.78 -0.19
H 13.235 5.036 -27.907 0.19 -0.36 -0.35
H 13.343 6.023 -32.977 0.07 0.07 0.03
H 12.048 5.554 -31.886 -0.16 0.06 -0.01
H 14.151 9.758 -33.412 -0.25 0.28 0.07
H 21.365 5.526 -28.735 -0.47 0.25 -0.37
H 8.973 9.373 -31.576 -0.79 -0.66 -0.62
O 7.992 6.622 -28.971 1.88 1.45 -1.08
H 17.265 6.242 -29.013 0.46 0.06 -0.30
H 14.557 11.469 -32.901 -0.34 -0.51 0.98
H 12.542 12.175 -29.401 -0.29 -0.50 0.02
O 19.176 7.418 -30.818 1.31 -1.40 -0.11
H 8.445 4.756 -30.879 -0.03 0.11 -0.33
H 12.299 2.565 -35.141 0.12 0.36 -0.52
C 14.323 7.694 -30.489 -0.50 0.12 0.43
O 21.526 7.392 -29.817 -0.62 -0.76 -1.03
P 9.286 6.879 -29.683 0.01 -2.00 1.34
H 10.808 1.773 -34.828 0.04 -0.34 -0.09
H 16.552 7.308 -27.899 0.12 -0.32 1.15
H 17.303 6.612 -31.429 0.46 -0.34 0.15
P 15.807 12.284 -34.982 -1.75 -2.36 -0.78
H 22.550 9.146 -32.571 -0.46 0.12 0.49
P 20.689 6.803 -31.084 -1.58 1.92 1.22
C 15.510 0.558 -29.172 1.56 -0.07 0.89
C 22.303 8.085 -32.608 2.29 0.16 -2.27
P 10.982 5.108 -35.002 -0.52 -0.18 -0.69
H 15.676 10.013 -32.577 -0.24 0.41 0.56
H 14.494 4.310 -26.808 -1.12 0.36 0.66
H 22.870 6.310 -28.544 0.24 0.41 -0.67
H 17.635 8.264 -31.881 -0.03 0.30 0.62
H 10.820 6.131 -37.326 -0.29 0.29 -1.88
H 23.094 7.537 -32.094 -0.35 -0.15 0.45
H 9.921 3.907 -31.225 0.40 0.14 0.29
H 18.392 7.121 -32.787 0.46 -0.79 0.16
H 8.963 3.659 -29.727 0.76 0.10 0.59
H 14.023 7.782 -31.533 -0.36 0.72 -0.06
O 15.112 4.339 -28.637 1.11 -0.65 0.11
H 17.968 1.537 -26.421 -0.04 0.94 -0.06
P 16.162 3.076 -28.406 0.68 1.36 0.61
O 17.534 3.427 -28.875 -1.78 -0.79 0.83
H 14.921 0.054 -28.406 -0.95 0.73 -0.18
H 16.511 0.661 -26.198 -0.20 -0.15 -0.44
O 16.815 13.003 -33.986 -0.69 -2.77 -0.85
C 13.472 11.682 -29.683 0.30 1.36 -0.94
C 9.682 8.548 -31.646 2.02 1.75 -1.90
C 12.265 5.878 -32.904 1.14 0.57 1.19
C 14.931 10.493 -33.211 0.29 0.20 -0.39
H 21.506 7.064 -27.803 -0.31 -0.11 -0.09
H 11.793 6.844 -33.082 -0.33 -0.30 -0.31
C 17.788 11.114 -36.189 1.12 0.03 0.10
H 14.290 6.612 -30.362 -0.01 -0.07 0.78
H 11.207 2.006 -36.518 0.33 0.31 -0.06
C 16.619 14.350 -33.808 0.54 2.46 0.75
H 16.500 0.302 -28.795 0.48 0.32 -0.26
H 13.807 13.310 -30.679 0.13 0.18 -0.07
C 14.290 4.984 -27.640 0.85 -1.55 1.36
O 20.902 5.373 -31.248 -0.26 -0.23 -0.34
H 14.609 5.958 -27.269 0.53 0.18 -0.83
O 14.500 12.956 -35.165 1.49 -0.03 -0.01
O 9.327 7.293 -31.213 -0.99 -0.03 2.24
H 11.200 4.457 -37.841 -0.04 -0.09 0.22
O 21.001 7.773 -32.314 -0.96 -0.50 1.77
C 11.286 2.457 -35.529 -0.24 -0.91 1.00
O 16.063 2.594 -26.800 0.37 0.53 -1.66
O 15.594 10.757 -34.431 1.28 1.25 -1.38
O 14.368 12.808 -30.083 -0.47 -1.51 0.85
H 15.589 14.707 -33.840 -0.12 -0.48 0.04
H 17.039 14.531 -32.819 0.02 0.59 -0.16
H 13.801 11.042 -28.864 0.64 0.59 -0.05
H 17.761 10.343 -35.419 -0.66 0.14 0.10
H 11.846 7.278 -27.390 0.07 -0.21 -0.69
H 17.158 14.876 -34.596 0.17 0.34 0.21
O 13.536 8.484 -29.545 0.99 -0.43 -0.83
O 16.622 11.930 -36.332 -0.71 0.05 1.20
H 16.815 1.775 -25.008 0.36 0.95 -0.19
C 16.938 1.658 -26.084 -1.13 -0.98 -0.50
H 12.754 8.038 -29.210 -0.06 -0.41 -0.51
H 10.565 9.052 -31.251 0.35 -0.74 1.36
C 17.522 7.045 -28.321 -0.58 0.93 -0.80
O 18.547 6.724 -27.429 0.02 -0.44 1.03
H 17.805 7.993 -28.778 -0.04 -0.21 -0.84
O 10.485 7.752 -29.003 -0.86 -0.75 1.20
O 11.943 4.836 -33.785 -0.52 -0.59 -0.63
O 15.372 2.008 -29.275 -0.47 -1.48 0.16
H 13.361 11.039 -30.556 -0.31 -0.08 0.11
H 22.407 7.815 -33.658 0.40 0.03 -0.18
C 9.367 4.395 -30.423 -1.51 0.03 -0.86
O 12.112 5.394 -36.172 -0.25 -0.53 0.83
C 10.810 7.580 -27.545 -0.13 0.60 -0.50
H 18.020 10.594 -37.118 -0.31 0.38 -0.16
H 10.747 8.564 -27.078 -0.35 -0.02 -0.20
O 9.906 6.113 -34.658 2.09 -2.11 -1.53
O 10.067 5.501 -29.873 0.68 -0.82 0.68
H 12.361 5.682 -38.295 0.13 0.46 0.65
H 19.158 6.115 -27.852 -0.19 -0.07 -0.12
C 21.811 6.520 -28.697 0.17 0.15 0.67
C 11.616 5.419 -37.544 -1.11 0.27 1.35
H 10.196 6.871 -26.990 -0.37 0.04 -0.56
C 18.097 7.286 -31.750 -0.15 0.93 -0.61
O 10.488 3.615 -35.451 -0.45 2.64 0.54
H 15.356 8.033 -30.410 -0.10 0.00 0.14

---

Entry 2:
86
Properties=species:S:1:pos:R:3:forces:R:3 method="wB97M-V/def2-TZVPD" e_lumo_ev=0.5 orbital_gap_ev=9.8
H -1.245 5.397 -4.923 -0.01 0.01 0.00
H 4.025 -3.880 -3.597 0.00 0.00 0.01
H -1.617 0.815 2.150 0.00 0.00 0.01
C -4.095 5.981 -3.348 0.00 0.01 0.00
H 0.449 -1.845 2.920 -0.01 -0.01 0.00
H -2.263 -5.449 0.700 0.00 0.01 0.00
H 1.251 -0.776 -0.782 0.00 -0.01 0.00
H 2.644 -1.649 2.312 0.01 0.00 0.01
H -4.135 7.061 -3.511 -0.03 0.00 -0.01
H 1.806 0.730 3.137 0.03 -0.05 0.10
H -4.157 -0.787 4.089 0.00 0.00 0.00
Si -2.408 5.494 -2.733 -0.04 0.06 -0.02
O 4.093 -1.933 -1.199 0.02 0.00 0.04
H -1.026 6.163 -0.775 0.00 0.00 0.00
Si -1.445 2.623 -2.016 0.08 -0.10 0.01
H -2.797 -0.058 4.944 -0.01 0.00 0.00
C 2.049 -0.110 -0.446 -0.02 0.00 0.02
O 0.220 2.488 3.116 0.13 -0.23 -0.01
H 1.666 0.476 0.396 -0.02 0.00 -0.01
H -2.150 7.441 -1.236 0.01 0.00 0.01
H -5.008 -4.012 3.690 0.00 -0.01 0.00
C 6.951 -2.213 -1.421 -0.01 0.01 0.01
H -2.749 0.835 -3.127 0.01 0.01 -0.01
H 0.649 1.618 -2.849 0.00 0.00 -0.01
H 1.275 1.553 4.937 -0.05 -0.01 -0.01
H 2.393 -2.977 1.173 -0.02 0.01 0.00
H 2.281 0.579 -1.260 0.02 0.00 0.01
C -3.145 -0.972 4.455 -0.01 -0.02 -0.01
C -3.991 -2.758 0.024 0.01 0.01 0.01
H -0.148 -2.316 4.514 -0.01 0.02 0.02
H 7.174 -2.030 -0.368 0.00 0.00 0.00
H 5.738 -0.399 1.087 0.00 0.00 0.00
C -2.418 1.041 -2.107 -0.02 0.00 0.01
C -0.244 -1.575 3.719 -0.02 0.01 -0.02
H 3.981 -2.721 1.901 0.00 0.00 -0.01
C 0.064 2.503 -3.110 -0.01 0.02 -0.02
H -1.421 -0.412 0.885 0.02 0.01 0.00
H -3.038 0.075 1.402 0.01 0.01 -0.01
H 0.250 2.561 2.154 -0.13 0.21 0.01
H 5.765 -4.125 -3.773 -0.01 0.00 -0.03
H -1.797 0.205 -1.778 -0.02 -0.02 -0.01
C 5.001 -3.419 -3.438 0.01 -0.01 -0.01
Si -3.658 -3.631 1.643 -0.02 -0.05 -0.05
C -2.043 6.360 -1.119 0.00 -0.02 0.00
H -5.565 -2.570 2.837 0.00 0.00 0.00
C -0.890 2.920 -0.253 0.03 0.00 0.07
H -3.200 -1.758 5.210 0.01 0.00 0.00
Si 5.270 -2.996 -1.646 0.03 -0.04 -0.05
C 3.103 -2.213 1.496 0.03 -0.03 -0.01
H -3.302 1.073 -1.467 0.00 0.01 0.01
H 7.015 -1.258 -1.948 0.00 0.00 -0.01
H 7.731 -2.868 -1.817 0.01 0.01 0.01
H -3.963 -5.920 0.796 0.02 -0.03 0.00
H -1.179 7.022 -4.234 0.01 0.00 -0.01
H -0.102 5.764 -3.629 0.00 0.00 0.00
O -2.414 -2.893 2.429 -0.04 0.02 0.01
H -3.084 -2.686 -0.579 0.00 -0.01 0.00
Si 3.558 -1.068 0.094 -0.09 0.09 0.06
H 5.862 -5.295 -0.965 0.00 -0.01 0.01
H -2.730 6.038 -0.333 -0.01 0.00 0.00
Si -1.981 -1.439 3.072 0.04 0.08 0.01
H -2.959 -5.930 2.250 0.00 0.01 0.01
C 5.158 -4.542 -0.603 -0.01 0.01 0.01
H -4.368 -1.745 0.182 0.00 0.00 0.00
H 0.054 -0.597 4.107 0.05 -0.07 0.05
H -4.873 5.721 -2.628 0.01 -0.01 0.01
H -4.333 5.489 -4.293 0.01 -0.01 0.00
H 0.713 3.375 -3.004 0.00 0.00 0.00
C -1.112 5.958 -3.996 0.00 -0.02 0.00
C -5.197 -3.589 2.701 0.01 0.01 0.01
H -0.335 2.044 0.100 -0.01 -0.02 -0.03
H 4.479 0.782 1.448 0.01 0.00 0.01
P 1.723 2.042 3.688 0.02 0.11 -0.16
H -0.217 2.421 -4.163 0.00 -0.01 0.00
O -2.409 3.862 -2.506 0.03 0.01 0.01
H 5.397 -4.341 0.444 0.00 0.00 0.00
H -1.749 3.068 0.405 0.02 0.00 0.03
C -3.160 -5.395 1.320 -0.01 -0.01 -0.01
H -4.738 -3.304 -0.557 0.00 0.01 -0.01
C 4.875 0.124 0.670 0.01 -0.01 -0.02
H 4.156 -4.973 -0.641 0.00 0.00 -0.01
H 5.229 0.751 -0.151 -0.01 0.01 0.00
H -5.996 -4.170 2.234 -0.01 0.00 0.01
H -0.240 3.795 -0.179 -0.01 0.01 0.00
C -2.021 -0.119 1.751 -0.06 -0.03 -0.04
H 5.061 -2.532 -4.071 0.00 0.01 0.01